No. 1
The following is a quantum chemistry calculation of a molecular structure, C32H33N5O4S, from the Open Molecules 2025 dataset.

Properties
E (hartree): -2210.9034
Orbital gap (eV): 6.844
2S+1: 1

Atoms and positions in Å:
H: 6.53 0.96 0.16
O: 8.98 -2.36 -2.77
C: 4.14 -1.03 1.20
N: -3.67 2.05 -0.89
H: 9.11 -3.94 -1.86
H: 8.53 -3.10 0.28
H: -2.71 0.98 0.57
H: -3.58 -1.08 0.38
H: 6.55 -3.47 0.47
C: -1.23 2.89 -0.66
C: -6.23 -1.35 0.48
C: -0.20 2.36 -0.95
C: -10.81 -2.82 -0.03
H: -10.70 -3.50 -0.97
H: 9.97 -2.38 -0.23
H: -4.29 1.29 0.82
H: -4.75 2.72 -2.50
C: 2.19 2.36 1.86
H: -2.85 -0.35 -1.41
C: -1.39 3.29 0.84
C: -8.40 -2.06 0.12
C: 8.51 -3.06 -1.87
C: -8.42 -1.64 -1.29
C: 4.17 1.34 0.92
C: -3.54 1.01 -0.15
O: 4.66 2.41 1.07
H: 4.38 -3.35 1.44
C: -0.27 3.18 1.41
H: 8.08 0.64 -1.42
H: 9.38 -0.04 -0.92
C: -9.49 -2.64 0.77
C: -3.67 -0.51 -0.85
O: -2.66 3.46 -2.37
C: 4.84 0.23 0.93
H: -0.11 2.16 -2.40
N: -5.04 -0.29 -1.58
H: -9.17 -1.86 -1.87
H: -4.12 0.40 -3.13
H: 2.82 3.34 1.68
N: 2.91 1.44 1.62
H: -5.86 0.56 -3.00
H: -7.25 -0.67 -2.75
C: 2.14 0.09 2.10
C: 8.22 -1.05 -2.69
S: 0.68 0.04 2.58
H: 2.40 -1.78 2.26
C: -2.52 2.67 -1.40
C: 6.06 -2.37 0.54
H: 7.72 -3.47 -1.97
N: 7.91 -1.14 -0.22
C: 0.99 2.37 -0.28
C: 0.84 2.76 1.14
C: -6.18 -1.01 -0.75
H: 8.74 -0.32 -3.56
H: 2.00 1.90 -0.77
C: 6.04 -0.09 0.37
H: -0.11 3.51 2.82
H: -2.21 3.57 1.04
O: -9.50 -2.86 1.91
H: 7.27 -1.14 -2.96
H: 1.92 2.71 2.93
H: -11.59 -3.40 0.45
H: -5.28 -0.99 1.22
C: 6.71 -1.37 0.13
C: -4.77 2.03 -1.71
C: 4.73 -2.39 0.93
C: -7.30 -2.00 0.79
C: 8.87 -2.61 -0.37
N: 2.90 -1.08 1.85
C: 8.55 -0.42 -1.18
C: -5.12 0.63 -2.37
H: -5.63 2.22 -1.21
C: -7.24 -1.09 -1.84
H: -11.18 -1.62 -0.68
H: -7.31 -2.12 2.08

***

No. 2
The following is a quantum chemistry calculation of a molecular structure, C32H34BCl2N8O8Ta, from the Open Molecules 2025 dataset.

Properties
Relative energy (zero: lowest compared OMol25 entry of this formula, charge and spin) (kcal per mole): 0.00
E (hartree): -3281.5727
Orbital gap (eV): 6.989
2S+1: 1
Net charge: +2

Atoms and positions in Å:
Ta: 0.16 0.16 -0.86
C: -4.39 0.48 -3.36
H: -0.02 -3.62 -2.04
Cl: -4.28 -5.67 -0.15
N: 0.93 3.04 -1.07
H: 3.69 -2.72 -3.47
H: -2.93 -1.20 -4.88
C: -2.14 -4.09 -0.61
H: 3.67 2.24 -3.89
C: 0.16 2.89 0.98
C: 0.93 -1.05 3.12
O: -1.61 -0.43 -0.38
B: 1.24 2.68 -2.52
Cl: -4.22 -0.43 1.06
H: -5.09 -3.06 0.79
C: 4.17 -1.55 -0.23
C: 0.01 -1.15 5.32
C: -3.42 -4.18 -0.09
C: 1.92 0.18 4.90
H: -0.45 1.19 2.00
H: -1.61 -4.98 -0.98
O: 3.63 1.64 4.58
C: 0.97 -0.28 5.80
C: -0.80 2.76 -4.10
C: -2.72 -1.28 -3.83
C: 0.83 -1.52 1.75
N: -1.02 -1.68 6.27
H: 5.17 -2.34 -2.49
H: -4.68 1.39 -2.84
H: -2.80 2.30 -4.89
C: -0.02 -1.56 3.99
C: 1.15 4.21 -0.49
H: -0.76 -2.25 3.61
C: -0.41 -2.72 -1.54
C: 3.11 -0.47 -2.15
H: -2.68 2.03 2.77
N: 2.99 1.06 5.43
N: 0.34 2.19 -0.18
C: -4.07 -3.00 0.36
H: 0.95 0.06 6.83
H: -2.49 2.21 0.98
H: 0.93 2.67 3.65
C: -0.60 2.28 2.11
H: 4.80 -0.26 -3.51
C: 1.92 -0.16 3.55
C: 3.36 1.41 -3.29
C: -2.98 0.01 -3.04
N: -0.74 1.11 -2.64
N: -0.06 2.17 -3.16
H: -0.62 2.08 4.25
H: 1.59 5.01 -0.99
H: -3.36 -2.09 -3.47
H: 2.69 0.21 2.89
C: 0.70 4.15 0.83
O: 3.12 1.13 6.61
H: -2.26 3.62 2.05
H: 4.14 -3.72 -2.07
N: 2.26 1.52 -2.54
H: 1.69 3.61 -3.10
C: 4.12 -2.71 -2.45
O: -1.96 -2.27 5.81
C: -1.94 1.06 -3.31
C: 3.34 -1.77 -1.50
O: 0.92 -0.55 0.73
H: 2.38 -2.20 -1.21
H: 0.77 4.96 1.52
H: -2.99 -0.19 -1.99
C: -2.23 -1.63 -0.29
H: -4.52 0.58 -4.43
N: 2.07 0.36 -1.85
H: 4.42 -2.52 0.20
H: 5.14 -1.07 -0.48
H: 3.64 -0.95 0.51
H: -5.09 -0.28 -3.05
O: 0.22 -1.65 -1.77
C: 3.93 0.16 -3.09
C: -3.47 -1.76 0.33
O: -0.81 -1.48 7.44
C: -0.14 2.72 3.50
C: -2.02 2.09 -4.21
O: 0.57 -2.64 1.40
H: -1.69 -1.60 -3.72
C: -1.59 -2.80 -0.80
H: -0.41 3.61 -4.60
C: -2.13 2.53 1.98
H: -0.50 3.75 3.71

***

No. 3
The following is a quantum chemistry calculation of a molecular structure, C32H34BeFN5O6S, from the Open Molecules 2025 dataset.

Properties
Relative energy (zero: lowest compared OMol25 entry of this formula, charge and spin) (kcal per mole): 6.21
E (hartree): -2477.8796
Orbital gap (eV): 5.196
2S+1: 1

Atoms and positions in Å:
C: 0.56 0.87 -6.10
C: 1.45 3.08 -3.74
H: -1.32 -1.21 3.95
H: -1.43 1.59 -9.86
H: 1.41 2.85 0.63
N: -0.90 3.05 -2.71
C: -0.68 -2.92 1.97
C: -1.81 0.06 -4.89
H: -2.52 2.77 -7.01
O: -0.78 3.30 -5.24
C: -2.47 3.15 -9.16
N: -1.50 2.58 -10.13
C: 1.66 -0.02 2.34
C: -2.03 -0.98 -0.73
C: -0.02 2.42 -1.97
H: -1.30 3.91 -7.45
H: 0.01 -3.43 1.30
N: -0.27 -1.55 2.13
C: 1.10 -1.40 2.55
H: -2.18 -0.83 2.43
C: -0.66 1.14 -6.74
C: 1.17 0.85 1.35
H: 3.08 -0.37 3.91
C: 2.73 0.34 3.17
C: 1.79 2.12 1.32
H: 1.24 -1.68 3.62
C: 0.35 2.47 -8.57
H: 2.43 1.32 -1.03
O: -0.16 5.20 -3.88
F: 1.74 1.20 -6.69
C: 3.68 1.92 -2.69
C: -4.32 -1.49 -5.99
N: -0.82 1.91 -7.91
C: -1.21 -0.80 2.93
C: 2.62 3.15 -4.46
C: 2.49 1.83 -1.98
C: 3.35 1.56 3.05
H: 4.68 2.59 -4.46
H: -2.67 4.20 -9.40
C: 2.85 2.47 2.13
O: -1.24 -0.34 0.01
C: 3.75 2.55 -3.92
H: 0.86 3.21 -7.95
H: -5.27 -1.48 -6.51
C: 0.59 0.29 -4.86
H: -3.51 -1.42 -6.72
H: -3.40 2.59 -9.22
H: -0.21 4.21 -9.79
C: -1.83 -0.75 -2.22
H: 4.58 1.48 -2.27
C: -0.14 3.12 -9.88
S: -0.19 3.76 -3.99
C: -1.80 3.00 -7.78
H: -1.67 -2.94 1.51
H: -3.90 -0.92 -2.52
H: 0.51 2.88 -10.72
H: -2.74 0.78 -6.67
H: 2.65 3.66 -5.42
C: -1.81 0.63 -6.16
H: 1.06 1.67 -8.80
H: -4.46 0.61 -5.46
N: -2.98 -0.32 -4.28
H: 4.21 1.80 3.66
H: 3.30 3.46 2.05
Be: -0.06 0.60 0.06
H: -1.81 2.71 -11.10
C: -2.95 -0.68 -2.97
H: 1.53 0.15 -4.35
H: -4.22 -2.44 -5.48
H: -0.73 -3.47 2.92
H: 1.70 -2.10 1.97
C: -0.59 -0.06 -4.20
H: -5.02 -0.51 -4.22
O: -0.28 1.84 -0.90
C: -0.53 -0.46 -2.78
O: 0.54 -0.52 -2.17
O: -2.95 -1.70 -0.37
H: -0.87 0.23 2.98
C: -4.25 -0.36 -4.98
C: 1.37 2.41 -2.53

***

No. 4
The following is a quantum chemistry calculation of a molecular structure, C32H34CaN5PS3, from the Open Molecules 2025 dataset.

Properties
Relative energy (zero: lowest compared OMol25 entry of this formula, charge and spin) (kcal per mole): 0.00
E (hartree): -3727.2642
Orbital gap (eV): 4.550
2S+1: 1
Net charge: -2

Atoms and positions in Å:
H: -1.54 5.83 1.27
N: -2.56 -0.40 0.92
H: -2.85 3.72 2.74
H: 1.69 1.45 4.82
N: 0.22 0.56 0.16
C: 0.14 -2.17 -5.32
S: -2.69 3.14 -2.27
H: -2.41 -4.28 -3.39
H: 0.84 -1.43 -5.69
P: 1.38 -0.41 0.31
H: 5.00 -1.06 3.78
C: 0.18 -4.86 -0.03
C: -0.02 -3.96 -1.07
C: -1.75 -1.51 3.33
C: 4.70 -1.12 -2.09
H: -3.16 5.69 -1.89
H: -3.02 -3.53 -4.85
C: 0.80 -4.44 1.14
C: -2.01 -2.32 2.24
H: -3.06 2.31 3.82
H: 0.25 -1.95 -1.76
C: 0.42 -2.65 -0.94
Ca: -1.59 0.63 -1.32
C: 2.77 -0.28 -0.90
H: -0.49 -2.49 -6.17
H: 0.72 -3.04 -5.00
S: -0.14 0.01 -3.66
C: 1.22 -3.13 1.27
N: -2.76 3.63 0.45
C: -2.41 -1.71 1.05
H: 3.90 2.01 -3.12
H: 2.10 1.66 -1.44
C: 4.79 0.08 -2.79
H: 5.56 0.22 -3.53
H: -0.53 -4.25 -1.98
C: -2.84 4.03 -0.80
H: 5.40 -1.92 -2.30
N: -2.59 2.29 0.59
C: 4.06 -0.60 3.52
H: -3.99 5.78 0.86
H: 0.71 1.05 2.54
H: 3.85 0.39 5.42
H: -1.38 7.24 0.21
H: 3.60 -2.25 -0.65
H: -0.16 -5.89 -0.13
H: -1.70 0.52 4.04
H: -2.29 7.37 1.73
C: 1.64 0.59 2.86
H: 1.68 -2.80 2.20
H: 0.95 -5.14 1.96
C: 2.20 0.81 4.11
C: -2.48 1.85 1.79
C: -1.73 -2.26 -3.67
C: -2.32 0.39 1.98
H: -3.84 7.15 -0.24
C: 2.86 0.90 -1.61
C: -0.69 -1.58 -4.19
S: -2.80 -1.68 -2.39
N: -3.06 5.38 -0.95
C: 3.86 1.09 -2.55
C: -2.46 2.74 3.01
C: -2.05 6.71 0.89
C: 3.41 0.21 4.45
H: -2.59 -2.29 0.15
C: -1.92 -0.14 3.20
H: -1.41 -1.93 4.27
C: 2.28 -0.23 1.93
C: -3.32 6.27 0.15
C: -2.13 -3.62 -4.21
H: -1.88 -3.39 2.28
C: 3.69 -1.30 -1.16
C: 1.04 -2.22 0.24
H: -1.34 -4.09 -4.80
H: -1.44 2.86 3.37
C: 3.49 -0.82 2.27
H: 4.01 -1.45 1.56

***

No. 5
The following is a quantum chemistry calculation of a molecular structure, C32H34N2OSb2Tl, from the Open Molecules 2025 dataset.

Properties
Relative energy (zero: lowest compared OMol25 entry of this formula, charge and spin) (kcal per mole): 0.00
E (hartree): -2077.2234
Orbital gap (eV): 7.833
2S+1: 1
Net charge: +1

Atoms and positions in Å:
H: -0.96 -0.26 5.47
C: 0.22 2.90 5.04
H: 4.14 3.85 -0.42
C: -0.77 -3.81 -1.61
H: -1.93 -5.34 -4.40
N: -0.27 1.54 4.74
O: 0.59 2.15 7.24
C: -1.12 -4.34 1.89
C: 0.68 -1.11 -0.63
C: -1.59 2.98 -3.31
C: -3.00 4.23 -5.35
H: 0.38 -4.93 4.85
H: 1.51 -1.77 -0.40
C: -0.79 0.73 5.85
N: -1.05 1.04 2.43
H: -4.38 2.57 -5.22
H: -0.27 0.33 -3.73
C: 0.71 -3.19 3.62
H: 0.66 3.28 4.12
H: -1.86 -4.72 1.21
C: -1.12 4.18 -3.87
H: 0.84 -1.65 -2.71
H: -0.09 0.31 7.87
C: -0.72 1.29 3.53
C: -1.85 4.80 -4.87
C: -3.46 3.01 -4.85
H: 1.91 2.98 0.02
H: 0.91 -1.65 2.15
H: 2.07 2.13 5.85
H: -1.38 -0.36 -2.58
C: 0.30 -4.64 -1.37
H: -1.75 1.14 6.21
C: 1.38 2.73 -2.03
H: -1.50 5.73 -5.34
H: 1.28 2.45 -4.17
C: -1.56 -4.08 -2.72
H: 1.71 -0.21 -2.32
H: -0.11 -6.87 -3.89
C: -2.76 2.40 -3.82
Sb: -1.16 -2.22 -0.25
H: 1.45 -6.32 -1.97
H: 1.45 -2.74 4.28
H: 0.92 -4.46 -0.50
C: 1.22 2.77 6.14
H: 1.17 0.30 6.60
H: -0.64 3.56 5.31
C: -0.54 -3.13 1.55
C: 3.17 3.18 -3.60
H: -1.19 -5.96 3.27
H: -2.39 -3.39 -2.95
C: 3.52 3.53 -1.24
C: 0.14 -4.41 3.92
C: 0.27 0.79 6.97
C: -0.24 -6.01 -3.25
Sb: -0.61 2.05 -1.68
H: 3.53 3.21 -4.61
C: 1.87 2.78 -3.34
C: 0.77 -0.76 -2.11
H: -0.17 4.59 -3.52
H: -3.10 1.47 -3.43
C: 3.96 3.62 -2.54
H: 1.60 3.72 6.49
H: 4.90 4.09 -2.76
C: 0.41 -2.58 2.40
H: 0.73 -0.26 0.09
C: -1.31 -5.17 -3.52
C: 0.61 -5.70 -2.19
C: -0.40 0.10 -2.65
C: 2.24 3.06 -0.99
H: -3.58 4.72 -6.14
C: -0.76 -5.00 3.04
Tl: -2.88 0.73 0.67

***

No. 6
The following is a quantum chemistry calculation of a molecular structure, C32H35BN10O4S2Ti, from the Open Molecules 2025 dataset.

Properties
Relative energy (zero: lowest compared OMol25 entry of this formula, charge and spin) (kcal per mole): 21.22
E (hartree): -3760.0124
Orbital gap (alpha / beta) (eV): 6.251 / 6.252
2S+1: 2
Net charge: -1

Atoms and positions in Å:
S: 1.56 -1.60 -2.33
C: -0.34 -6.26 -2.57
C: 2.94 -0.53 2.20
H: -4.28 -1.33 1.80
H: 0.91 -3.50 -0.25
H: -0.32 1.46 5.25
C: 1.93 3.02 -2.52
H: -4.33 3.49 -2.22
C: -3.65 2.78 -1.77
H: -2.32 4.68 -3.23
H: 2.03 -4.34 -6.11
C: -0.34 4.01 -2.95
C: -2.11 4.68 1.06
C: -4.12 1.79 -0.95
H: 0.24 -6.67 -1.74
O: -1.45 -1.00 -2.24
C: -1.67 3.94 -2.79
C: -2.26 2.88 -2.01
C: -1.01 -0.15 3.99
C: -3.35 -1.91 1.82
H: 0.72 -6.25 -5.16
H: 3.06 2.11 0.93
N: 1.23 -1.14 0.92
N: 0.72 0.98 -1.10
H: -3.55 -2.81 2.40
C: 1.23 3.18 1.29
C: -1.46 1.93 -1.42
H: 0.65 0.00 5.35
H: 2.64 -3.64 -0.48
C: -3.21 0.88 -0.38
C: -0.02 1.97 -1.65
C: 2.68 2.04 -1.97
H: 3.06 3.10 2.39
C: 2.02 1.00 -1.25
C: 3.75 0.22 3.21
C: 1.63 -4.29 -5.10
H: -2.27 5.33 1.92
N: -0.90 2.63 1.61
C: 1.36 -3.11 -3.19
H: -0.63 -7.07 -3.24
C: -0.85 3.88 1.18
H: 4.08 -2.38 1.91
H: -2.97 4.01 0.98
C: -2.26 -1.14 2.48
C: 0.52 3.01 -2.37
H: 2.39 3.83 -3.08
H: 0.84 5.22 0.57
Ti: -0.48 -0.71 -0.49
H: -0.95 0.04 6.10
O: -3.50 -1.95 -1.32
H: -5.17 1.67 -0.74
H: 1.31 1.19 3.44
C: 0.48 4.28 0.94
C: 2.71 3.05 1.36
H: -2.74 -1.34 4.64
N: 0.38 2.19 1.66
N: -1.31 -0.50 1.82
N: 0.72 -4.11 -2.59
C: -0.37 0.37 5.24
C: 3.21 -1.78 1.71
H: -1.23 -5.79 -2.15
H: -3.12 -2.21 0.79
O: -2.04 -3.36 -2.68
H: 1.92 -4.21 1.04
S: -2.14 -2.27 -1.76
C: 1.87 -3.44 0.27
H: 3.99 1.23 2.91
C: -2.12 -0.95 3.86
H: 2.58 0.19 -0.81
N: -0.52 0.10 2.76
H: 3.24 0.28 4.17
N: 1.74 -0.12 1.70
N: 1.85 -3.16 -4.45
H: -2.09 5.31 0.17
H: -3.54 0.08 0.27
H: 0.11 4.81 -3.52
C: 2.11 -2.12 0.92
O: -1.26 -2.49 -0.48
H: 3.75 2.00 -2.06
H: 4.69 -0.33 3.35
B: 0.75 0.87 2.42
H: 3.18 3.86 0.80
N: -1.92 0.95 -0.62
C: 0.47 -5.21 -3.28
C: 0.92 -5.36 -4.59